The following is a quantum chemistry calculation of a structure of composition C26H30BrF6N6O6S3SbZn in a non-equilibrium geometry, from the OMol25 dataset.

Structure (ORCA input):
```
! wB97M-V def2-TZVPD RIJCOSX def2/J DEFGRID3
* xyz 0 1
Zn -0.3956 2.4997 -0.3107
Br -1.3814 -8.6414 4.3705
C -1.7426 -6.7729 4.5680
C -3.0059 -6.2585 4.2325
C -3.1643 -4.9157 4.3532
C -2.0479 -4.0344 4.6490
C -0.7786 -4.5546 4.8718
C -0.6018 -5.9033 4.8956
N -2.3323 -2.7279 4.3281
N -1.4809 -1.8414 4.7041
C -1.0980 -0.8309 3.8260
C 0.1923 -0.2444 4.1991
C 0.7125 0.7938 3.4293
C 0.0810 1.2008 2.2470
O 0.5611 2.0787 1.4535
C -1.1967 0.6042 1.8723
N -1.7702 1.0935 0.7340
C -3.0134 0.7169 0.4079
C -3.7070 -0.2064 1.1654
C -3.1144 -0.8280 2.2491
C -1.8186 -0.3830 2.6612
H -3.8258 -6.8721 3.9061
H -4.1526 -4.4426 4.1471
H 0.0822 -3.8667 4.9486
H 0.3299 -6.4018 5.0369
H 0.6845 -0.6395 5.0522
H 1.5915 1.3286 3.8446
H -3.4798 1.1794 -0.4397
H -4.7499 -0.4359 0.8918
H -3.5757 -1.6534 2.8199
F -2.4611 1.8379 -4.4818
C -1.7536 2.0125 -3.3425
F -0.9630 3.1046 -3.3169
F -2.6590 2.1323 -2.2663
S -0.8697 0.5209 -2.8950
O -0.1907 0.7200 -1.5973
O -1.7865 -0.5694 -2.9671
N 0.3262 0.5494 -3.9048
S 0.2589 0.1128 -5.4521
O -0.4436 -1.1360 -5.7500
O -0.1589 1.3351 -6.1752
C 2.0753 -0.2492 -5.4691
F 2.2901 -1.3981 -4.7055
F 2.5469 -0.4646 -6.7045
F 2.7768 0.7382 -4.8549
C 1.8968 3.7139 -3.2530
C 2.2081 3.0796 -1.9315
C 3.3808 2.2005 -1.8194
O 1.5219 3.2781 -0.8462
H 2.7731 3.9490 -3.8766
H 1.2668 4.6365 -3.1377
H 1.2475 2.9737 -3.7525
H 3.5041 1.6826 -0.8637
H 4.2647 2.8047 -2.0374
H 3.2804 1.4258 -2.5849
C 0.4938 -3.2002 -2.6693
Sb 2.0617 -3.2002 -1.2015
C 3.7812 -2.5794 -2.4121
C 2.2384 -5.3882 -1.0118
H -0.4199 -2.8174 -2.1749
H 0.3800 -4.2274 -2.9949
H 0.8391 -2.5486 -3.4889
H 4.6273 -2.2018 -1.8090
H 3.4712 -1.7634 -3.0815
H 4.1737 -3.4228 -2.9606
H 1.3168 -5.6090 -0.4070
H 3.1219 -5.7030 -0.4923
H 2.1711 -5.7642 -2.0275
S -1.9234 4.2644 -0.3773
C -1.1165 5.2488 0.7073
N -1.5686 5.7392 1.8523
C -0.4833 6.3236 2.6637
C 0.6839 6.3311 1.7342
N 0.1791 5.6376 0.5134
H -2.4793 5.5092 2.2293
H -0.4425 5.6648 3.5852
H -0.6752 7.3309 3.0912
H 1.5350 5.8589 2.2241
H 1.0432 7.3925 1.4645
H 0.8575 5.0934 -0.0846
*
```

HOMO-LUMO gap (spin up / spin down) in eV: 6.2 / 6.2
Relative energy (zero: lowest compared OMol25 entry of this formula, charge and spin) in eV: 0.000
LUMO (spin up / spin down) in eV: -0.64 / -0.64


The following is a quantum chemistry calculation of a cluster of 5 separate species, C9H21B3Cl8O5 in total, from the OMol25 dataset.

Structure (ORCA input):
```
! wB97M-V def2-TZVPD RIJCOSX def2/J DEFGRID3
* xyz 0 1
C 6.7032 1.2798 1.1217
C 5.5231 1.6323 2.0042
O 5.3648 3.0446 1.9984
C 4.3784 3.5268 2.8972
C 3.3067 4.3292 2.1433
O 1.9701 3.9788 2.5099
B 1.4466 2.7864 2.1155
O 1.7271 1.6031 2.7914
B 1.2524 0.4250 2.2507
O 1.0207 0.3828 0.8979
B 0.8235 1.5802 0.2091
C 0.8800 1.6617 -1.3418
O 0.6138 2.6872 1.0171
H 7.4489 2.0717 1.1855
H 6.4149 1.1535 0.0782
H 7.1702 0.3530 1.4569
H 5.6742 1.2789 3.0318
H 4.6046 1.1578 1.6302
H 4.8760 4.1527 3.6441
H 3.8870 2.7032 3.4210
H 3.3970 5.3964 2.3395
H 3.4607 4.1827 1.0685
H 1.0224 -0.5143 2.9391
H 1.6063 0.9632 -1.7592
H 1.1275 2.6742 -1.6611
H -0.1026 1.4076 -1.7493
Cl -0.8795 -1.7935 -1.7193
C -2.0604 -0.9570 -0.7054
Cl -2.6104 0.5610 -1.4386
H -2.9216 -1.6006 -0.5797
H -1.5866 -0.7224 0.2406
Cl -5.3296 -1.8771 -2.2548
C -6.2717 -0.9628 -1.0686
Cl -5.6843 -1.1906 0.5847
H -6.1892 0.0891 -1.3138
H -7.2963 -1.3116 -1.1131
Cl -2.2953 -4.6169 -6.3870
C -1.7449 -3.2765 -5.3718
Cl -3.0603 -2.5151 -4.4750
H -1.0314 -3.6658 -4.6553
H -1.2948 -2.5286 -6.0129
Cl -7.2645 -5.7461 1.6770
C -7.0946 -6.0372 -0.0596
Cl -6.5847 -4.5922 -0.9397
H -6.3408 -6.8017 -0.2028
H -8.0565 -6.3527 -0.4447
*
```

HOMO-LUMO gap in eV: 10.3
SMILES: CCOCCOB1OBOB(C)O1.ClCCl.ClCCl.ClCCl.ClCCl
LUMO in eV: 0.48


The following is a quantum chemistry calculation of a cluster of 2 separate species, C14H26Br2ClN3O2 in total in a non-equilibrium geometry, from the OMol25 dataset.

Structure (ORCA input):
```
! wB97M-V def2-TZVPD RIJCOSX def2/J DEFGRID3
* xyz 0 1
H 2.8552 -2.3652 -0.6616
N 2.0766 -2.8796 -0.2389
C 1.5642 -2.1104 0.6380
C 0.4030 -2.6752 1.4356
C 2.0770 -0.6997 0.9370
C 1.7280 0.3191 -0.1665
C 1.2823 1.6022 0.5660
O 0.1923 1.4791 1.4521
C -1.0135 1.8525 0.7716
C -2.2308 1.3427 1.5234
C -2.2236 -0.1804 1.7176
C 2.6274 2.0003 1.2017
O 2.8619 2.5348 2.2366
N 3.6199 1.5557 0.2939
C 2.9989 0.8972 -0.8311
Cl 2.6368 2.2704 -2.0388
C 3.8879 -0.0726 -1.6275
N 3.2795 -0.4011 -2.9140
C 3.7113 -1.7207 -3.3857
H -0.5301 -2.1604 1.2178
H 0.6446 -2.6154 2.5006
H 0.3149 -3.7339 1.2017
H 1.6657 -0.4049 1.9038
H 3.1550 -0.7847 1.0824
H 0.9985 -0.0192 -0.9001
H 1.0330 2.4546 -0.0716
H -1.0608 2.9474 0.7565
H -1.0088 1.4408 -0.2419
H -2.3165 1.7936 2.5146
H -3.1233 1.6189 0.9626
H -1.3263 -0.4764 2.2610
H -2.2702 -0.7149 0.7658
H -3.0875 -0.4874 2.3089
H 4.3378 2.2305 0.0821
H 4.1351 -0.9687 -1.0456
H 4.8258 0.4616 -1.8129
H 2.2744 -0.4469 -2.8122
H 4.7839 -1.8687 -3.2761
H 3.4819 -1.7937 -4.4523
H 3.1699 -2.5476 -2.9066
Br -5.8664 1.2671 1.8289
C -6.8654 1.0565 0.1723
C -6.5504 -0.2540 -0.4969
Br -4.8104 -0.2082 -1.3700
H -6.6272 1.9132 -0.4495
H -7.9141 1.0981 0.4586
H -7.2663 -0.4599 -1.2897
H -6.5312 -1.0867 0.1984
*
```

HOMO-LUMO gap in eV: 9.7
SMILES: [H]/N=C(/C)C[C@H]1[C@@H](OCCC)C(=O)N[C@@]1(Cl)CNC.BrCCBr
LUMO in eV: 0.44


The following is a quantum chemistry calculation of the molecule C5H10O, from the OMol25 dataset.

Structure (ORCA input):
```
! wB97M-V def2-TZVPD RIJCOSX def2/J DEFGRID3
* xyz 0 1
C -0.6333 -1.1002 0.8675
C 0.1686 0.1715 0.6497
C 1.6577 -0.0492 0.8446
C 0.0068 -0.3468 -1.9640
C -1.1081 0.5359 -1.5296
O 0.0618 0.7462 -0.6922
H -1.7129 -0.9333 0.8214
H -0.4057 -1.4769 1.8696
H -0.3527 -1.8449 0.1187
H -0.1955 0.9736 1.3038
H 1.8631 -0.3703 1.8703
H 2.2175 0.8695 0.6464
H 1.9972 -0.8249 0.1505
H 0.6013 0.2535 -2.6740
H -1.3757 1.4830 -2.0070
H -1.9476 0.0918 -0.9944
*
```

HOMO-LUMO gap in eV: 9.0
Relative energy (zero: lowest compared OMol25 entry of this formula, charge and spin) in eV: 4.507
LUMO in eV: 1.03


The following is a quantum chemistry calculation of the ion C2H4NS with charge +1 in a non-equilibrium geometry, from the OMol25 dataset.

Structure (ORCA input):
```
! wB97M-V def2-TZVPD RIJCOSX def2/J DEFGRID3
* xyz 1 1
N -1.5408 0.0718 -0.2292
C -0.1400 -0.3545 -0.2094
C 1.1595 -0.0315 0.0118
S 2.7915 0.1226 -0.1531
H -1.5233 0.9986 0.0661
H -1.9363 -0.5861 0.4164
H -1.8235 -0.2992 -1.0572
H 3.0129 0.0784 1.1546
*
```

HOMO-LUMO gap in eV: 9.3
SMILES: [NH3+]C#CS
Relative energy (zero: lowest compared OMol25 entry of this formula, charge and spin) in eV: 2.503
LUMO in eV: -4.61


The following is a quantum chemistry calculation of a structure of composition C21H16CrN4O11S in a non-equilibrium geometry, from the OMol25 dataset.

Structure (ORCA input):
```
! wB97M-V def2-TZVPD RIJCOSX def2/J DEFGRID3
* xyz -2 5
Cr 0.4221 0.7363 0.9943
O 5.9617 -0.4326 2.7874
C 5.1164 -1.0282 3.5965
O 5.4781 -1.6876 4.5519
C 3.6713 -0.8715 3.2873
C 2.6688 -1.4227 4.0544
N 1.5013 -1.0504 3.5134
N 1.6833 -0.3047 2.4183
C 2.9904 -0.1864 2.2538
C 3.4883 0.5087 1.0020
O 4.7269 0.6898 0.9189
O 2.6157 0.7762 0.1578
H 5.4662 0.0700 2.0283
H 2.7292 -2.0502 4.9264
H 0.5870 -1.4322 3.6882
O -4.5699 3.8370 -2.7654
C -3.6850 4.4684 -2.1468
O -3.5009 5.6925 -2.0372
C -2.5716 3.5691 -1.5492
C -2.4520 2.2446 -1.9569
C -1.5299 1.4218 -1.3436
N -0.7461 1.8542 -0.3503
C -0.8250 3.1375 0.0347
C -1.7117 4.0237 -0.5570
C 0.0701 3.5314 1.2063
O 0.1002 4.6997 1.5581
O 0.7065 2.5500 1.7414
H -3.1201 1.8730 -2.7222
H -1.4177 0.3817 -1.6184
H -1.7513 5.0500 -0.2224
C -4.3323 1.2421 0.7509
C -3.1827 1.2645 1.6442
N -2.2496 1.2601 2.3139
H -4.2891 0.3264 0.1618
H -4.3008 2.1031 0.0841
H -5.2551 1.2596 1.3286
C 0.8508 -3.7867 -4.5394
C 0.5612 -3.0906 -3.2367
C 1.0675 -1.8231 -2.9672
C 0.8304 -1.1854 -1.7608
C 0.0665 -1.8115 -0.7707
C -0.4404 -3.0893 -1.0252
C -0.1940 -3.7025 -2.2445
S -1.5770 -1.7358 1.7481
O -0.9089 -2.8465 2.4181
O -2.6643 -2.1254 0.8720
O -0.1583 -1.1894 0.4075
H 1.0220 -3.0659 -5.3408
H 0.0198 -4.4283 -4.8396
H 1.7418 -4.4178 -4.4715
H 1.6670 -1.3137 -3.7146
H 1.2626 -0.2118 -1.5678
H -1.0337 -3.5901 -0.2767
H -0.6057 -4.6913 -2.4237
*
```

HOMO-LUMO gap (spin up / spin down) in eV: 7.4 / 7.9
Relative energy (zero: lowest compared OMol25 entry of this formula, charge and spin) in eV: 0.202
LUMO (spin up / spin down) in eV: 4.21 / 4.21


The following is a quantum chemistry calculation of a structure of composition C25H28BCaN8O5SSe in a non-equilibrium geometry, from the OMol25 dataset.

Structure (ORCA input):
```
! wB97M-V def2-TZVPD RIJCOSX def2/J DEFGRID3
* xyz -1 1
Ca 0.0744 1.0144 1.2390
O 8.0146 0.5618 1.2705
N 7.1118 0.6499 0.4562
O 7.2830 0.7795 -0.7468
C 5.7257 0.6168 0.9748
C 5.6281 0.6742 2.3226
C 4.3547 0.6759 2.9610
C 4.2150 0.7342 4.3596
C 2.9607 0.7356 4.9035
C 1.8555 0.7109 4.0360
N 1.9677 0.6612 2.7300
C 3.1951 0.6162 2.1781
C 3.3082 0.4876 0.7293
N 2.1573 0.3272 0.0440
C 2.1963 0.2247 -1.2646
C 3.4019 0.2786 -1.9750
C 4.5842 0.4202 -1.3029
C 4.5741 0.5166 0.1051
H 6.5278 0.7272 2.9176
H 5.0993 0.7708 4.9831
H 2.8042 0.7671 5.9710
H 0.8446 0.7401 4.4227
H 1.2380 0.0926 -1.7598
H 3.3857 0.2065 -3.0540
H 5.5147 0.4566 -1.8416
C -3.0277 2.2144 3.5517
S -1.9130 2.6696 2.2628
O -2.1013 1.6540 1.1975
O -2.2285 4.0139 1.8553
O -0.5486 2.4931 2.8118
H -4.0342 2.3026 3.1535
H -2.8819 2.9047 4.3764
H -2.8286 1.1914 3.8629
B -1.9371 -1.3132 4.3286
C -1.1602 -1.1698 2.9545
N -0.5383 -1.0306 1.9893
H -3.1235 -1.1860 4.1185
H -1.6726 -2.4009 4.7884
H -1.5225 -0.4248 5.0550
N -2.7018 4.5270 -3.1791
C -2.2991 3.7980 -2.1083
N -3.2066 3.0470 -1.4990
N -1.0277 3.9333 -1.7992
C -0.3477 3.2834 -0.9063
N 0.4805 2.8375 -0.2270
H -3.6508 4.5205 -3.4964
H -2.0117 5.0759 -3.6565
H -4.0723 2.8470 -1.9692
H -2.9163 2.3884 -0.7630
C -3.0218 -5.6454 -3.8556
C -2.6156 -4.2775 -3.3846
C -1.9580 -3.3888 -4.2181
C -1.5753 -2.1237 -3.7893
C -0.8621 -1.2196 -4.7502
C -1.8528 -1.7060 -2.4822
Se -1.3352 0.0433 -1.9131
C -2.5230 -2.5982 -1.6264
C -2.8404 -2.2439 -0.2047
C -2.8868 -3.8551 -2.0894
H -2.7646 -5.7889 -4.9049
H -4.0970 -5.8008 -3.7516
H -2.5258 -6.4297 -3.2814
H -1.7298 -3.6861 -5.2361
H -0.6895 -1.7280 -5.6975
H 0.0926 -0.8885 -4.3369
H -1.4348 -0.3072 -4.9291
H -3.0451 -1.1787 -0.0971
H -1.9913 -2.4545 0.4443
H -3.6924 -2.8206 0.1535
H -3.4026 -4.5250 -1.4112
*
```

HOMO-LUMO gap in eV: 4.3
Relative energy (zero: lowest compared OMol25 entry of this formula, charge and spin) in eV: 0.770
LUMO in eV: 0.57